[1]
Density functional theory data (the ωB97M-V functional and the def2-TZVPD basis) for a cluster of 6 separate species, C20H60BrN5O5 in total at a distorted geometry.

Geometry (Å):
C1 2.9054 -0.3304 4.0877
C2 1.7961 0.4498 3.3801
C3 1.7724 1.9865 3.3256
O1 0.7252 2.3751 2.4938
C4 0.9336 3.5995 1.6836
N1 1.8228 -0.0917 1.9263
H1 2.6410 0.2722 1.4592
H2 1.8966 -1.0967 1.8572
H3 0.9930 0.2869 1.4927
H4 2.5700 -1.3592 4.2190
H5 3.0528 -0.0402 5.1279
H6 3.8851 -0.2428 3.6181
H7 0.9023 -0.0178 3.7930
H8 2.7333 2.3951 3.0129
H9 1.6701 2.2341 4.3822
H10 1.8754 3.5546 1.1368
H11 1.0250 4.5941 2.1201
H12 0.2300 3.5802 0.8513
C5 -4.7010 -5.3949 -1.1958
C6 -3.9347 -5.1382 0.0244
C7 -2.7858 -4.0722 -0.2185
O2 -2.1867 -3.9993 1.0853
C8 -1.2760 -2.9853 1.1512
N2 -4.9562 -4.6468 1.0605
H13 -5.8448 -5.1268 1.0475
H14 -4.5693 -4.5626 1.9897
H15 -5.1805 -3.7578 0.6369
H16 -4.0414 -6.0377 -1.7788
H17 -4.9728 -4.5008 -1.7568
H18 -5.6209 -5.9794 -1.1770
H19 -3.6190 -6.0664 0.5008
H20 -3.2331 -3.1892 -0.6749
H21 -2.0673 -4.4628 -0.9391
H22 -1.3268 -2.5683 2.1571
H23 -1.3579 -2.1526 0.4526
H24 -0.3254 -3.4692 0.9272
C9 -3.5314 2.5040 1.7728
C10 -2.6056 1.5971 2.4904
C11 -2.3784 2.0771 3.9350
O3 -1.6715 1.1042 4.6732
C12 -1.6692 1.2713 6.0697
N3 -3.2214 0.2408 2.5287
H25 -2.9145 -0.3862 3.2586
H26 -4.2300 0.1931 2.5533
H27 -2.8996 -0.2804 1.7257
H28 -3.1034 3.5004 1.8835
H29 -4.5279 2.7690 2.1260
H30 -3.5891 2.2932 0.7049
H31 -1.6635 1.5009 1.9507
H32 -3.3480 2.4071 4.3078
H33 -1.5815 2.8167 3.8567
H34 -1.8698 2.3216 6.2813
H35 -0.6912 1.0494 6.4968
H36 -2.3939 0.6184 6.5561
C13 2.3743 3.2739 -1.8404
C14 1.5374 3.9135 -3.0051
C15 2.4962 4.4244 -3.9757
O4 1.8293 4.7617 -5.1413
C16 2.6071 5.2246 -6.2415
N4 0.6821 2.7909 -3.5869
H37 0.2901 2.2435 -2.8341
H38 -0.0779 3.2020 -4.1099
H39 1.1225 2.2444 -4.3132
H40 2.8976 2.4477 -2.3217
H41 1.8734 2.7220 -1.0450
H42 2.9833 4.0452 -1.3691
H43 0.8087 4.6647 -2.7005
H44 3.2900 3.7616 -4.3204
H45 3.1044 5.2665 -3.6454
H46 3.4819 4.6052 -6.4395
H47 3.0106 6.2222 -6.0676
H48 1.9224 5.1099 -7.0818
C17 0.1128 -3.1396 -2.1687
C18 1.3266 -2.2903 -2.6468
C19 2.6765 -2.5297 -1.9347
O5 3.5096 -1.5272 -2.4988
C20 4.8427 -1.6324 -1.9555
N5 1.4700 -2.4938 -4.1832
H49 1.9197 -1.6862 -4.5903
H50 2.1695 -3.2158 -4.2800
H51 0.6934 -2.8481 -4.7232
H52 -0.8323 -3.1871 -2.7097
H53 -0.1276 -2.5859 -1.2610
H54 0.3881 -4.1695 -1.9417
H55 1.0327 -1.2507 -2.5019
H56 3.1502 -3.4833 -2.1677
H57 2.5231 -2.5693 -0.8563
H58 5.0735 -0.8268 -1.2585
H59 5.5956 -1.4070 -2.7108
H60 5.2396 -2.4085 -1.3012
Br1 -0.5377 0.6911 -0.7024

Cartesian forces (eV/Å) of the 6 atoms listed first:
C 0.15 0.61 0.76
C 0.65 -1.56 -0.40
C 0.59 -1.18 0.73
O -0.39 1.75 -0.88
C 0.80 -0.90 -0.86
N 0.22 0.91 1.02

Output
- LUMO energy: -9.37 eV
- Calculated total energy: -4020.5230 a.u.
- Charge: +4
- M: 530.63 g mol⁻¹
- Gap between HOMO and LUMO: 8.5 eV
- HOMO: -17.9 eV

[2]
Density functional theory data (the ωB97M-V functional and the def2-TZVPD basis) for a structure of composition C20H60K2O26PV at a distorted geometry.

Geometry (Å):
K1 -3.8367 -1.8647 2.7036
K2 -0.2065 0.2426 0.5123
O1 0.0799 0.6015 5.6604
V1 -0.9086 -0.0513 4.5913
O2 -0.0824 -0.3479 3.1966
P1 -3.3643 1.1394 4.1761
O3 -1.8569 1.5986 3.8575
O4 -3.0548 -0.3297 4.5868
O5 -4.3181 1.0560 2.9775
O6 -4.0589 1.6270 5.4964
C1 2.7231 -4.2147 3.2584
C2 2.9423 -3.6203 4.6364
O7 2.3194 -4.3507 5.6234
O8 1.4877 -3.8053 2.7423
H1 2.8068 -5.2983 3.3408
H2 3.5007 -3.9036 2.5608
H3 2.5692 -2.6045 4.7671
H4 4.0179 -3.6598 4.8085
H5 1.3729 -4.3424 5.4628
H6 0.7997 -4.2721 3.2223
C3 2.9996 -0.7904 2.4897
C4 3.6528 0.4788 2.0380
O9 2.8182 1.5789 1.6202
O10 2.4526 -1.5647 1.4784
H7 2.2514 -0.5652 3.2497
H8 3.7524 -1.4337 2.9453
H9 4.3271 0.2031 1.2272
H10 4.3424 0.7645 2.8323
H11 3.2881 2.4150 1.6604
H12 1.8553 -2.2364 1.8156
C5 -0.0761 4.3873 3.9004
C6 0.6120 3.5067 2.8974
O11 -0.4374 3.0223 2.0448
O12 -0.6001 3.5940 4.9467
H13 -0.8692 4.8985 3.3548
H14 0.5641 5.1938 4.2581
H15 1.1374 2.6779 3.3717
H16 1.3559 4.0487 2.3134
H17 -1.0687 2.4755 2.5181
H18 -1.1019 2.8785 4.5492
C7 -5.8346 -0.6441 -2.4680
C8 -4.6333 -0.7234 -3.4178
O13 -4.3414 -2.0030 -3.8965
O14 -6.3078 0.6780 -2.4758
H19 -5.6982 -1.0709 -1.4743
H20 -6.6703 -1.2615 -2.7974
H21 -3.8172 -0.2563 -2.8664
H22 -4.8517 0.0203 -4.1841
H23 -5.2230 -2.2950 -4.1395
H24 -7.2435 0.8458 -2.6098
C9 -0.4144 3.7808 -1.7807
C10 -0.3946 2.5813 -2.7320
O15 0.1511 1.4273 -2.0911
O16 -1.1194 4.8681 -2.2393
H25 0.6030 4.1307 -1.6057
H26 -0.7980 3.6326 -0.7713
H27 0.2366 2.7302 -3.6081
H28 -1.3811 2.3656 -3.1424
H29 0.3742 0.8214 -2.8015
H30 -1.2697 5.5327 -1.5630
C11 3.7812 -2.3266 -1.3903
C12 2.8621 -3.5326 -1.4992
O17 3.5141 -4.7901 -1.7893
O18 4.6471 -2.5892 -0.3690
H31 3.3104 -1.3616 -1.2028
H32 4.3518 -2.3313 -2.3190
H33 2.0961 -3.4406 -2.2691
H34 2.3888 -3.5717 -0.5181
H35 4.0604 -5.0684 -1.0506
H36 4.1987 -2.5301 0.4778
C13 0.1330 -0.4828 -5.2403
C14 -1.3189 -0.7034 -4.7682
O19 -1.5486 -2.0260 -4.4947
O20 0.8502 -0.3060 -4.0950
H37 0.3287 0.3578 -5.9060
H38 0.4808 -1.3849 -5.7437
H39 -2.0766 -0.4025 -5.4917
H40 -1.5490 -0.1590 -3.8523
H41 -2.4893 -2.1886 -4.3929
H42 1.7827 -0.4314 -4.2854
C15 3.2975 2.9251 -2.1072
C16 4.3212 1.9943 -1.4794
O21 5.0278 1.3122 -2.5150
O22 3.9341 3.9489 -2.8334
H43 2.7016 3.4418 -1.3549
H44 2.7553 2.3363 -2.8471
H45 3.8130 1.2792 -0.8325
H46 5.0412 2.6006 -0.9298
H47 5.7085 0.7490 -2.1395
H48 4.5761 3.5657 -3.4355
C17 -3.4677 1.4723 -0.1945
C18 -3.6243 2.8357 0.2364
O23 -4.6251 2.9003 1.2151
O24 -2.8958 0.6844 0.8318
H49 -2.8297 1.4026 -1.0754
H50 -4.4267 1.0131 -0.4345
H51 -3.9322 3.4644 -0.5991
H52 -2.6764 3.2406 0.5907
H53 -4.6080 2.1529 1.8174
H54 -3.3591 0.8781 1.6500
C19 -1.3800 -2.9846 -1.2368
C20 -0.6701 -3.2322 0.2038
O25 -1.0822 -2.4106 1.2970
O26 -0.8211 -1.7823 -1.7494
H55 -2.4396 -2.7298 -1.2188
H56 -1.1419 -3.8669 -1.8309
H57 0.4187 -3.1815 0.1959
H58 -0.9155 -4.2378 0.5452
H59 -0.9924 -2.9613 2.0782
H60 -1.0658 -1.8351 -2.6762

Cartesian forces (eV/Å) of the 6 atoms listed first:
K -0.12 0.77 -0.14
K 0.06 0.31 0.06
O -1.01 -1.34 -0.77
V -1.02 3.24 -2.19
O -0.92 -0.64 2.04
P -4.45 1.47 5.10

Output
- LUMO energy: -1.60 eV
- Calculated total energy: -5239.5225 a.u.
- M: 876.79 g mol⁻¹
- Gap between HOMO and LUMO: 5.8 eV
- HOMO: -7.4 eV

[3]
Density functional theory data (the ωB97M-V functional and the def2-TZVPD basis) for a cluster of 8 separate species, C20H60N4O8 in total at a distorted geometry.

Geometry (Å):
C1 1.0036 0.2798 3.4063
O1 0.9099 -1.1261 3.4305
C2 1.9124 -1.7387 4.2143
C3 2.0751 -3.1694 3.7722
C4 3.2128 -3.8647 4.4939
N1 2.3493 -3.1705 2.3235
H1 0.0695 0.6773 3.0103
H2 1.8089 0.6267 2.7436
H3 1.1813 0.7124 4.3964
H4 2.8808 -1.2222 4.1800
H5 1.6195 -1.7325 5.2766
H6 1.1469 -3.7085 4.0095
H7 4.1675 -3.3421 4.3956
H8 3.3379 -4.8767 4.1026
H9 3.0010 -3.9963 5.5593
H10 1.5643 -2.7188 1.8617
H11 2.3322 -4.1258 1.9769
C5 5.7810 -2.7170 7.5167
O2 6.7399 -1.7899 7.0835
C6 6.1405 -0.6441 6.5273
C7 7.1692 0.3633 6.0089
C8 8.2535 0.5760 7.0557
N2 6.5152 1.6467 5.7296
H12 5.0775 -2.2781 8.2321
H13 6.3137 -3.5475 7.9766
H14 5.2154 -3.1132 6.6604
H15 5.4764 -0.9357 5.6893
H16 5.4611 -0.1564 7.2459
H17 7.6093 0.0009 5.0786
H18 7.8496 1.0173 7.9717
H19 9.0369 1.2329 6.6825
H20 8.6730 -0.3878 7.3482
H21 5.8207 1.5613 4.9946
H22 6.0927 2.0156 6.5718
C9 14.5452 1.7389 2.5652
O3 13.6332 0.8509 3.1591
C10 12.7284 0.3151 2.2250
C11 11.7222 -0.5223 2.9541
C12 12.3386 -1.6480 3.7676
N3 10.7756 -1.0856 1.9726
H23 15.0745 2.2667 3.3573
H24 14.0419 2.5014 1.9542
H25 15.2692 1.2113 1.9313
H26 12.2515 1.1104 1.6372
H27 13.2711 -0.3320 1.5147
H28 11.1603 0.1095 3.6600
H29 12.9997 -2.2719 3.1630
H30 11.5412 -2.2570 4.1998
H31 12.9010 -1.2485 4.6117
H32 10.2004 -0.3517 1.5718
H33 10.1013 -1.7099 2.4086
C13 8.7926 -5.0455 0.3448
O4 10.1137 -5.1797 -0.0881
C14 10.7555 -3.9111 0.0480
C15 12.2436 -4.0771 -0.1058
C16 12.8155 -5.0476 0.9170
N4 12.8709 -2.7510 -0.1147
H34 8.6931 -4.8200 1.4075
H35 8.2367 -5.9605 0.1200
H36 8.2610 -4.2680 -0.2266
H37 10.4122 -3.2222 -0.7317
H38 10.5028 -3.5301 1.0422
H39 12.4053 -4.4932 -1.1079
H40 12.2803 -5.9985 0.8719
H41 12.6990 -4.6559 1.9344
H42 13.8785 -5.2333 0.7531
H43 12.7232 -2.3163 0.7972
H44 13.8789 -2.9136 -0.0931
C17 5.7533 -6.9025 1.6399
O5 5.1340 -7.9390 2.3943
H45 5.6630 -7.0911 0.5681
H46 5.2236 -5.9826 1.8764
H47 6.8010 -6.7692 1.9191
H48 5.4157 -8.7822 2.0306
C18 9.7929 -6.7124 3.4168
O6 9.5163 -5.5708 4.2304
H49 10.6939 -6.5873 2.8177
H50 9.9880 -7.5674 4.0713
H51 8.9889 -6.9868 2.7311
H52 9.1521 -5.8773 5.0642
C19 5.1324 -0.4253 2.6671
O7 4.7839 0.8575 3.1713
H53 6.0235 -0.3870 2.0375
H54 5.3534 -1.0605 3.5257
H55 4.3034 -0.9416 2.1742
H56 4.2033 1.3015 2.5490
C20 7.3344 -3.1496 3.7463
O8 8.6561 -3.0487 3.2248
H57 7.0763 -4.1955 3.9504
H58 7.2590 -2.5742 4.6732
H59 6.6101 -2.7905 3.0167
H60 9.1541 -3.7967 3.5867

Cartesian forces (eV/Å) of the 6 atoms listed first:
C 0.01 0.28 -0.19
O 0.16 0.19 0.03
C 0.06 -0.06 0.73
C 0.12 -0.28 -0.50
C 0.03 -0.32 0.35
N -0.30 -0.12 0.03

Output
- LUMO energy: 0.40 eV
- Calculated total energy: -1618.8102 a.u.
- M: 484.72 g mol⁻¹
- Gap between HOMO and LUMO: 9.3 eV
- HOMO: -8.9 eV
- Structure (SMILES): COC[C@H](C)N.COC[C@H](C)N.COC[C@H](C)N.COC[C@H](C)N.CO.CO.CO.CO

> calculated total energy of number 1 (C20H60BrN5O5)?

-4020.5230 a.u.